No. 1
Computed, not measured: a molecular structure, C4H3AuO, with wB97M-V/def2-TZVPD.

The geometry in XYZ format:
```
9
Properties=species:S:1:pos:R:3:forces:R:3
C 0.6587 -0.6294 -1.9413 0.86 -0.58 -0.96
C 0.2922 -0.0460 -0.8123 -0.52 1.91 2.49
C 0.0526 0.6353 0.2564 1.49 -1.56 -3.83
C -0.1239 1.1648 1.4726 -2.18 -0.39 2.50
H 1.1227 -0.0394 -2.7347 -0.27 0.07 -0.10
H 0.6482 -1.7146 -2.0529 -0.13 0.13 -0.12
H -1.2790 1.5386 2.2003 0.18 -0.64 0.56
O -0.8413 0.3499 2.3049 0.45 6.91 1.44
Au -0.5302 -1.2593 1.3069 0.12 -5.85 -1.98
```
Positions in Å, forces in eV/Å.

Its charge is +2. The spin multiplicity is 3. The value obtained for the HOMO-LUMO gap (alpha / beta) is 9.03 / 6.68 eV. The total energy is -364.00085 a.u. The energy above the lowest of the compared OMol25 structures with the same formula, charge and spin is 1.193 eV.

No. 2
Computed, not measured: a molecular structure, C4H3Br3NS, with wB97M-V/def2-TZVPD.

The geometry in XYZ format:
```
12
Properties=species:S:1:pos:R:3:forces:R:3
C 1.0472 -0.7062 3.3153 0.59 1.03 -0.09
C 0.5723 2.2370 0.8068 -0.63 0.63 -0.01
C -0.0862 -0.1559 3.0167 1.22 0.44 -0.56
C 2.2769 0.4998 0.0373 -1.84 -2.23 -0.46
N 1.4251 1.2869 0.9722 1.11 -0.45 0.74
S 1.3267 1.0839 2.7542 -1.75 -1.61 -0.35
Br 2.0424 -2.0445 4.0318 -0.14 0.03 -0.23
Br 0.2082 2.8328 -0.9333 0.33 -0.25 0.24
Br -1.8359 -0.4000 2.6093 0.17 0.40 0.18
H 2.4252 1.1153 -0.8698 0.30 -0.39 0.71
H 3.1525 -0.0501 0.4541 -0.42 1.30 0.03
H 1.5707 -0.3655 -0.2260 1.05 1.10 -0.19
```
Positions in Å, forces in eV/Å.

Its charge is +1. The value obtained for the HOMO-LUMO gap (alpha / beta) is 7.45 / 7.45 eV. The total energy is -8328.73302 a.u. The energy above the lowest of the compared OMol25 structures with the same formula, charge and spin is 0.000 eV.

No. 3
Computed, not measured: a molecular structure, C4H3BrCl4, with wB97M-V/def2-TZVPD.

The geometry in XYZ format:
```
12
Properties=species:S:1:pos:R:3:forces:R:3
C -1.0439 -0.0995 0.1204 3.13 2.23 -0.92
C -1.8120 -0.5807 -0.8434 0.99 0.37 0.71
C 1.5713 -0.1466 0.6122 0.80 0.88 -1.88
C 0.7326 0.8214 -0.1506 -3.32 -0.42 -1.85
Cl -1.4867 0.0450 1.7474 -0.11 -0.26 0.13
Cl -3.3046 -1.2739 -0.5281 -1.17 -0.50 0.12
Cl -1.3010 -0.5921 -2.4515 0.27 0.00 -0.90
Cl 1.6959 -1.6245 -0.3264 0.19 -0.40 -0.04
Br 0.3570 2.5696 0.6227 0.60 -0.56 -0.04
H 1.0936 -0.2959 1.4859 -2.00 -1.15 2.89
H 2.5180 0.1446 0.9932 1.29 0.71 -0.63
H 0.9798 1.0326 -1.2818 -0.68 -0.90 2.40
```
Positions in Å, forces in eV/Å.

Its charge is 0. The value obtained for the HOMO-LUMO gap is 9.87 eV. The total energy is -4568.90624 a.u. The energy above the lowest of the compared OMol25 structures with the same formula, charge and spin is 0.000 eV.

No. 4
Computed, not measured: 2 unconnected molecules or ions with the total composition C4H3BrN2O2, with wB97M-V/def2-TZVPD.

The geometry in XYZ format:
```
12
Properties=species:S:1:pos:R:3:forces:R:3
C 1.3870 0.7164 -1.0462 -1.38 1.13 -0.07
C 0.5945 1.8162 -1.3087 1.52 -1.52 0.17
C -0.4801 0.4431 -0.0250 -0.20 -2.89 0.83
C -1.7503 -1.0231 1.5831 3.12 1.88 2.03
N 0.7297 -0.1246 -0.3072 -0.57 -1.60 1.54
N -1.4843 -0.0962 0.6259 0.25 2.02 -2.57
O -2.5630 -1.8805 1.7031 -0.18 -0.12 -0.53
O -0.5309 1.6396 -0.6728 -2.61 1.54 0.40
Br 1.8851 -4.0079 0.4105 -0.02 0.07 -0.01
H 2.3400 0.5775 -1.3917 2.18 -0.55 -0.75
H 0.8493 2.5685 -1.9913 -0.58 1.40 -0.44
H -0.9769 -0.6290 2.4204 -1.52 -1.35 -0.60
```
Positions in Å, forces in eV/Å.

Its charge is 0. The value obtained for the HOMO-LUMO gap (alpha / beta) is 7.67 / 5.70 eV. The total energy is -2988.09465 a.u. The energy above the lowest of the compared OMol25 structures with the same formula, charge and spin is 3.658 eV.

No. 5
Computed, not measured: 2 unconnected molecules or ions with the total composition C4H3BrO, with wB97M-V/def2-TZVPD.

The geometry in XYZ format:
```
9
Properties=species:S:1:pos:R:3:forces:R:3
C 1.3245 -2.6587 -1.1098 1.21 2.63 0.75
C 1.7797 -1.5856 -0.6854 -1.49 -3.30 -1.53
C 0.0648 2.7585 0.2507 0.55 -0.14 1.41
C 2.1045 -0.7435 0.2885 0.83 1.90 1.47
O 0.4070 1.9203 -0.5090 0.25 -1.22 -2.08
Br 3.7592 0.1199 0.0961 -0.19 -0.16 -0.08
H 0.9946 -3.5748 -1.4636 -0.39 -1.03 -0.58
H 0.4326 2.5366 1.2877 -0.79 1.23 0.03
H -0.5183 3.6287 -0.1044 0.02 0.09 0.60
```
Positions in Å, forces in eV/Å.

Its charge is 0. The value obtained for the HOMO-LUMO gap is 7.16 eV. The total energy is -2803.24071 a.u. The energy above the lowest of the compared OMol25 structures with the same formula, charge and spin is 4.837 eV.

No. 6
Computed, not measured: a molecular structure, C4H3BrOS, with wB97M-V/def2-TZVPD.

The geometry in XYZ format:
```
10
Properties=species:S:1:pos:R:3:forces:R:3
C 0.3557 1.2412 0.8984 0.28 -1.23 -1.28
C -0.2636 0.9584 -0.3896 -2.66 1.52 0.44
C 0.9241 0.1660 1.4761 0.16 -2.94 -1.83
C -0.4559 -0.3580 -0.6446 2.95 -2.43 -0.13
O -1.8835 -2.7523 -2.2214 -0.08 0.19 0.16
S 0.6470 -1.2219 0.3937 -0.42 0.20 1.57
Br -0.5314 -1.7659 -2.2375 -0.30 1.64 0.65
H 0.5495 2.1660 1.3219 -0.28 1.98 0.39
H -0.9270 1.6676 -0.8988 0.77 0.20 0.06
H 1.5851 -0.1011 2.3018 -0.42 0.88 -0.03
```
Positions in Å, forces in eV/Å.

Its charge is 0. The value obtained for the HOMO-LUMO gap is 8.53 eV. The total energy is -3201.45734 a.u. The energy above the lowest of the compared OMol25 structures with the same formula, charge and spin is 4.982 eV.

Q: charge of number 2 (C4H3Br3NS)?
A: +1